# 1
{
  "formula": "C5H12O4",
  "method": "wB97M-V/def2-TZVPD",
  "homo_lumo_gap_ev": 11.0568,
  "total_charge": 0,
  "smiles": "COC(C)=O.CC(O)O",
  "lumo_energy_ev": 0.7,
  "e_above_lowest_kj_mol": 112.7,
  "symbols": ["C", "O", "C", "C", "O", "H", "H", "H", "H", "H", "H", "C", "C", "O", "O", "H", "H", "H", "H", "H", "H"],
  "coordinates": [[-0.312, -1.173, 2.128], [-0.070, 0.210, 1.892], [0.970, 0.615, 1.140], [1.958, -0.413, 0.654], [1.062, 1.810, 0.871], [-0.539, -1.691, 1.194], [-1.176, -1.207, 2.789], [0.540, -1.644, 2.621], [2.658, 0.071, -0.021], [1.465, -1.237, 0.149], [2.513, -0.806, 1.508], [-0.715, 1.116, -2.418], [-0.738, 0.424, -1.063], [-0.597, -0.979, -1.173], [-1.933, 0.737, -0.403], [-1.595, 0.849, -3.003], [0.181, 0.822, -2.960], [-0.708, 2.192, -2.265], [0.155, 0.904, -0.488], [-1.333, -1.315, -1.703], [-1.787, 0.715, 0.551]],
  "forces_ev_per_a": [[0.05, -0.40, 0.04], [0.04, 0.34, -0.12], [0.68, 1.66, 0.12], [0.07, 0.10, 0.29], [0.22, -1.55, 1.08], [0.01, 0.07, 0.07], [0.08, -0.03, -0.03], [-0.05, 0.02, 0.01], [-0.07, 0.05, 0.03], [-0.10, -0.05, -0.04], [0.00, -0.06, 0.01], [-0.30, -0.29, 0.21], [1.17, 1.41, 0.15], [0.37, -0.06, 0.13], [-0.22, 0.16, -0.02], [-0.08, -0.01, -0.08], [0.05, -0.01, -0.03], [-0.02, 0.07, -0.04], [-2.06, -1.62, -1.74], [0.06, 0.16, 0.08], [0.11, 0.01, -0.11]],
  "lowdin_charge": [-0.050, -0.045, -0.558, 0.019, 0.071, 0.087, 0.100, 0.096, 0.100, 0.079, 0.097, -0.018, -0.528, -0.024, 0.009, 0.082, 0.083, 0.086, 0.122, 0.105, 0.085]
}


# 2
{
  "formula": "C24H33BrO2S4SbW",
  "method": "wB97M-V/def2-TZVPD",
  "homo_lumo_gap_ev": 6.0816,
  "total_charge": -1,
  "lumo_energy_ev": 1.9,
  "e_above_lowest_kj_mol": 91.8,
  "symbols": ["W", "C", "C", "C", "C", "C", "C", "C", "C", "C", "C", "C", "C", "C", "C", "C", "C", "C", "H", "H", "H", "H", "H", "H", "H", "H", "H", "H", "H", "H", "H", "H", "H", "H", "H", "H", "H", "H", "H", "H", "H", "H", "H", "H", "H", "H", "H", "S", "Sb", "S", "S", "S", "Br", "C", "C", "C", "C", "C", "C", "C", "O", "O", "H", "H", "H", "H"],
  "coordinates": [[0.294, -0.274, 0.378], [1.790, 0.418, 1.826], [0.623, 1.018, 2.412], [0.351, 2.212, 1.642], [1.201, 2.173, 0.541], [2.141, 1.117, 0.637], [3.483, 1.037, -0.073], [4.457, 1.900, 0.750], [3.415, 1.600, -1.490], [4.013, -0.393, -0.122], [-0.501, 3.462, 1.938], [-0.159, 4.558, 0.915], [-0.050, 4.000, 3.305], [-2.027, 3.333, 1.899], [0.055, 0.430, 3.707], [0.891, 0.945, 4.890], [-1.425, 0.709, 3.952], [0.188, -1.103, 3.670], [2.392, -0.355, 2.279], [1.168, 2.870, -0.279], [4.124, 2.940, 0.781], [5.460, 1.880, 0.317], [4.523, 1.538, 1.778], [3.070, 2.636, -1.496], [2.741, 1.026, -2.123], [4.413, 1.586, -1.933], [4.229, -0.783, 0.875], [4.941, -0.422, -0.697], [3.297, -1.066, -0.594], [0.912, 4.766, 0.874], [-0.671, 5.477, 1.205], [-0.502, 4.295, -0.087], [1.036, 4.118, 3.338], [-0.337, 3.363, 4.139], [-0.503, 4.981, 3.469], [-2.379, 3.119, 0.895], [-2.448, 4.293, 2.212], [-2.423, 2.563, 2.553], [0.813, 2.027, 5.011], [1.945, 0.702, 4.743], [0.561, 0.478, 5.822], [-1.659, 1.763, 4.070], [-1.722, 0.209, 4.878], [-2.039, 0.313, 3.140], [1.223, -1.439, 3.644], [-0.340, -1.535, 2.810], [-0.282, -1.527, 4.560], [-2.932, -1.890, -2.592], [-2.069, 0.134, -2.106], [0.349, -0.072, -1.922], [-1.905, 0.424, 0.282], [-2.732, 2.017, -3.138], [2.670, -7.701, -0.023], [1.233, -6.494, -0.265], [0.037, -6.953, -0.802], [-1.023, -6.081, -0.988], [-0.900, -4.739, -0.638], [0.306, -4.311, -0.108], [1.384, -5.163, 0.081], [0.480, -2.850, 0.231], [1.596, -2.331, 0.422], [-0.582, -2.127, 0.258], [-0.055, -7.995, -1.080], [-1.948, -6.440, -1.420], [-1.698, -4.026, -0.811], [2.315, -4.786, 0.482]],
  "forces_ev_per_a": [[-0.01, 1.49, 0.46], [0.44, -0.22, 0.38], [-0.34, -0.36, -0.08], [-0.32, -0.15, 0.06], [0.00, 0.10, -0.50], [0.31, -0.86, -0.35], [0.05, 0.22, 0.18], [0.07, 0.02, 0.01], [-0.05, 0.08, -0.05], [-0.01, -0.10, -0.06], [0.12, -0.08, -0.18], [0.01, 0.03, -0.06], [0.03, 0.04, 0.08], [-0.09, -0.07, 0.09], [0.10, 0.11, 0.02], [0.03, -0.02, 0.09], [-0.08, 0.00, 0.06], [-0.06, -0.05, -0.08], [-0.07, -0.05, -0.01], [-0.02, -0.05, -0.03], [-0.03, 0.00, -0.01], [-0.01, -0.02, -0.03], [0.00, -0.02, 0.01], [0.00, 0.01, 0.03], [0.02, -0.04, 0.01], [0.01, -0.01, -0.01], [-0.04, 0.00, 0.02], [0.03, 0.03, 0.03], [0.02, 0.04, -0.04], [-0.01, 0.01, 0.05], [-0.02, 0.01, 0.00], [0.00, -0.05, -0.01], [0.00, 0.00, -0.02], [-0.09, -0.02, -0.08], [0.00, 0.01, 0.00], [0.01, -0.02, -0.09], [0.00, -0.01, 0.00], [0.00, 0.03, -0.09], [0.01, -0.10, -0.02], [0.02, 0.00, 0.01], [-0.01, -0.02, 0.00], [0.12, 0.01, 0.06], [-0.02, -0.01, -0.01], [0.01, 0.02, -0.03], [0.04, -0.02, 0.00], [0.01, 0.09, 0.03], [0.05, 0.01, 0.02], [-0.06, -0.18, -0.08], [-0.22, 0.22, -0.16], [0.40, -0.03, 0.08], [-0.63, 0.04, 0.20], [-0.07, 0.16, -0.13], [0.08, -0.06, 0.02], [-0.21, 0.30, -0.02], [0.06, -0.22, -0.01], [-0.01, 0.30, 0.06], [-0.02, -0.36, -0.12], [0.25, 1.07, 0.29], [0.04, -0.36, -0.05], [0.06, -1.30, -0.50], [-0.47, 0.35, 0.00], [0.60, 0.03, 0.58], [-0.01, 0.01, 0.01], [0.01, -0.03, -0.01], [0.00, 0.02, 0.00], [-0.01, 0.04, -0.01]],
  "lowdin_charge": [1.031, -0.206, -0.226, -0.155, -0.090, -0.353, -0.559, -0.045, -0.064, -0.052, -0.505, -0.066, -0.044, -0.076, -0.533, -0.037, -0.054, -0.051, 0.121, 0.116, 0.084, 0.081, 0.083, 0.082, 0.021, 0.084, 0.083, 0.085, 0.065, 0.086, 0.085, 0.095, 0.096, 0.053, 0.085, 0.054, 0.087, 0.047, 0.063, 0.086, 0.085, 0.056, 0.087, 0.059, 0.081, 0.077, 0.089, -0.235, -0.131, 0.116, 0.120, -0.285, 0.717, -0.685, -0.130, -0.053, 0.005, -0.115, -0.062, -0.575, -0.031, -0.246, 0.097, 0.109, 0.082, 0.114]
}


# 3
{
  "formula": "C5H13N2",
  "method": "wB97M-V/def2-TZVPD",
  "homo_lumo_gap_ev": 9.6221,
  "total_charge": 1,
  "smiles": "CCCCNC=[NH2+]",
  "lumo_energy_ev": -4.7,
  "e_above_lowest_kj_mol": 348.7,
  "symbols": ["C", "C", "C", "C", "N", "C", "N", "H", "H", "H", "H", "H", "H", "H", "H", "H", "H", "H", "H", "H"],
  "coordinates": [[2.240, 0.549, -1.341], [1.327, 0.964, -0.194], [-0.137, 1.366, -0.533], [-1.076, 0.170, -0.195], [-1.444, -0.104, 1.178], [-1.575, -1.362, 1.651], [-1.474, -2.420, 0.897], [2.423, 1.343, -2.017], [1.795, -0.251, -1.886], [3.225, 0.216, -1.017], [1.781, 1.862, 0.251], [1.165, 0.004, 0.438], [-0.414, 2.190, 0.110], [-0.052, 1.747, -1.441], [-0.586, -0.668, -0.826], [-2.003, 0.632, -0.412], [-1.510, 0.712, 1.859], [-1.413, -1.613, 2.721], [-1.720, -2.338, -0.091], [-0.552, -3.002, 0.849]],
  "forces_ev_per_a": [[-0.27, -0.25, 0.59], [-0.25, -0.94, 0.87], [1.64, -2.01, 5.88], [0.42, 1.30, -2.70], [0.92, -1.69, 3.23], [2.73, 2.91, 1.21], [1.76, -2.97, -3.23], [0.03, 0.99, -0.79], [-0.28, -0.77, -0.65], [-0.14, -0.04, 0.32], [0.06, -0.87, 0.75], [1.10, 1.89, -0.04], [-0.12, 0.38, 0.25], [-1.10, 1.03, -4.65], [-1.83, 0.79, 1.39], [-1.43, -0.58, -2.40], [0.04, -1.54, -1.19], [-0.76, 1.01, -0.45], [-0.13, 0.45, 0.30], [-2.39, 0.93, 1.30]],
  "lowdin_charge": [-0.103, -0.245, -0.161, -0.174, 0.077, -0.130, 0.120, 0.067, 0.061, 0.085, 0.115, 0.119, 0.111, 0.071, 0.165, 0.118, 0.211, 0.171, 0.117, 0.206]
}


# 4
{
  "formula": "C5H12O",
  "method": "wB97M-V/def2-TZVPD",
  "homo_lumo_gap_ev": 11.1863,
  "total_charge": 0,
  "smiles": "CC(C)CCO",
  "lumo_energy_ev": 0.9,
  "e_above_lowest_kj_mol": 78.7,
  "symbols": ["C", "C", "C", "C", "C", "O", "H", "H", "H", "H", "H", "H", "H", "H", "H", "H", "H", "H"],
  "coordinates": [[-0.984, 0.836, -1.327], [-0.626, -0.440, -0.557], [-1.802, -0.923, 0.280], [0.612, -0.258, 0.316], [1.783, 0.162, -0.531], [3.000, 0.258, 0.191], [-0.184, 1.160, -2.002], [-1.188, 1.664, -0.634], [-1.881, 0.681, -1.935], [-0.380, -1.218, -1.297], [-2.071, -0.171, 1.032], [-1.556, -1.851, 0.808], [-2.681, -1.108, -0.345], [0.456, 0.513, 1.086], [0.848, -1.184, 0.857], [1.638, 1.204, -0.876], [1.940, -0.466, -1.415], [3.056, 1.161, -0.102]],
  "forces_ev_per_a": [[-0.06, 0.04, -0.02], [-0.07, -0.05, -0.04], [-0.11, -0.04, 0.04], [0.01, -0.01, -0.01], [-0.49, 0.11, -0.46], [-0.04, 0.24, 0.00], [-0.17, -0.10, 0.11], [0.02, -0.12, -0.06], [0.08, 0.02, 0.09], [-0.09, 0.07, 0.10], [0.01, -0.09, -0.09], [-0.05, 0.12, -0.07], [0.04, 0.01, 0.09], [-0.11, -0.13, -0.14], [0.00, 0.08, -0.18], [-0.75, -0.60, -0.41], [-0.30, -0.16, 0.04], [2.08, 0.61, 1.01]],
  "lowdin_charge": [-0.083, -0.453, -0.089, -0.178, -0.302, -0.056, 0.067, 0.087, 0.077, 0.136, 0.083, 0.078, 0.075, 0.129, 0.126, 0.113, 0.128, 0.063]
}